A:
# C3H12NS

2 unconnected molecules or ions with the total composition C3H12NS (ωB97M-V with the def2-TZVPD basis set, the Open Molecules 2025 dataset).

Values from the calculation:
Lowest unoccupied orbital energy   -3.45 eV
Kohn-Sham gap   9.2 eV
Charge   +1

Bonds (Å) are listed after each position.
Positions of all 17 atoms, in Å:
1 C -1.57 -2.35 -1.14  N2 1.523, H3 1.081, H4 1.082, H5 1.090
2 N -0.86 -1.01 -1.31  C1 1.523, H6 1.009, H7 1.043, H8 1.018
3 H -2.18 -2.32 -0.24  C1 1.081
4 H -0.87 -3.17 -1.18  C1 1.082
5 H -2.27 -2.39 -1.97  C1 1.090
6 H -1.53 -0.40 -1.76  N2 1.009
7 H -0.57 -0.59 -0.40  N2 1.043
8 H -0.03 -1.10 -1.89  N2 1.018
9 C 0.08 2.32 1.58  S10 1.802, H12 1.055, H13 1.077, H14 1.087
10 S 0.38 0.59 1.16  C9 1.802, C11 1.803
11 C 2.10 0.63 0.61  S10 1.803, H15 1.088, H16 1.088, H17 1.086
12 H 0.10 2.97 0.75  C9 1.055
13 H -0.90 2.32 2.03  C9 1.077
14 H 0.82 2.63 2.31  C9 1.087
15 H 2.17 1.22 -0.30  C11 1.088
16 H 2.38 -0.40 0.41  C11 1.088
17 H 2.77 1.06 1.34  C11 1.086

Here are the natural (NBO) charges for atoms 1 to 5, given in e: -0.420, -0.700, 0.242, 0.243, 0.230

B:
# C3H12NS

2 unconnected molecules or ions with the total composition C3H12NS (ωB97M-V with the def2-TZVPD basis set, the Open Molecules 2025 dataset).

Values from the calculation:
Lowest unoccupied orbital energy   -3.50 eV
Kohn-Sham gap   9.2 eV
Charge   +1

Bonds (Å) are listed after each position.
Positions of all 17 atoms, in Å:
1 C -2.10 -1.69 -1.05  N2 1.523, H3 1.105, H4 1.103, H5 1.077
2 N -1.71 -0.23 -0.93  C1 1.523, H6 1.022, H7 1.051, H8 1.023
3 H -1.96 -2.15 -0.06  C1 1.105
4 H -1.23 -2.13 -1.57  C1 1.103
5 H -3.12 -1.55 -1.37  C1 1.077
6 H -2.61 0.26 -0.90  N2 1.022
7 H -1.04 -0.05 -0.14  N2 1.051
8 H -1.31 0.14 -1.80  N2 1.023
9 C 0.93 1.99 0.92  S10 1.844, H12 1.122, H13 1.100, H14 1.090
10 S 0.76 0.16 1.12  C9 1.844, C11 1.840
11 C 2.46 -0.45 0.79  S10 1.840, H15 1.110, H16 1.092, H17 1.092
12 H 0.01 2.54 1.25  C9 1.122
13 H 1.83 2.43 1.36  C9 1.100
14 H 0.87 2.31 -0.12  C9 1.090
15 H 2.73 -0.11 -0.23  C11 1.110
16 H 2.42 -1.48 1.15  C11 1.092
17 H 3.07 0.00 1.58  C11 1.092

Here are the natural (NBO) charges for atoms 1 to 5, given in e: -0.419, -0.707, 0.242, 0.248, 0.239

Which of them is the most stable? Correct choice: A.

A:
# C3H12NS

2 unconnected molecules or ions with the total composition C3H12NS (ωB97M-V with the def2-TZVPD basis set, the Open Molecules 2025 dataset).

Values from the calculation:
Lowest unoccupied orbital energy   -3.43 eV
Kohn-Sham gap   10.0 eV
Charge   +1

Bonds (Å) are listed after each position.
Positions of all 17 atoms, in Å:
1 C 0.95 -2.21 0.60  N2 1.500, H3 1.087, H4 1.083, H5 1.080
2 N 0.49 -1.18 1.60  C1 1.500, H6 1.025, H7 1.025, H8 1.055
3 H 2.00 -2.41 0.77  C1 1.087
4 H 0.77 -1.81 -0.39  C1 1.083
5 H 0.38 -3.11 0.76  C1 1.080
6 H 0.14 -1.60 2.46  N2 1.025
7 H 1.22 -0.52 1.85  N2 1.025
8 H -0.31 -0.60 1.21  N2 1.055
9 C 0.25 1.68 -1.33  C10 1.512, H12 1.091, H13 1.089, H14 1.091
10 C -1.13 1.90 -0.76  C9 1.512, S11 1.820, H15 1.084, H16 1.089
11 S -1.87 0.45 0.06  C10 1.820, H17 1.340
12 H 0.98 1.48 -0.55  C9 1.091
13 H 0.28 0.87 -2.07  C9 1.089
14 H 0.59 2.58 -1.83  C9 1.091
15 H -1.87 2.26 -1.46  C10 1.084
16 H -1.09 2.65 0.03  C10 1.089
17 H -1.80 -0.41 -0.96  S11 1.340

Here are the natural (NBO) charges for atoms 1 to 5, given in e: -0.420, -0.713, 0.240, 0.235, 0.239

B:
# C3H12NS

2 unconnected molecules or ions with the total composition C3H12NS (ωB97M-V with the def2-TZVPD basis set, the Open Molecules 2025 dataset).

Values from the calculation:
Lowest unoccupied orbital energy   -3.30 eV
Kohn-Sham gap   9.7 eV
Charge   +1

Bonds (Å) are listed after each position.
Positions of all 17 atoms, in Å:
1 C 1.75 1.86 0.04  N2 1.480, H3 1.086, H4 1.094, H5 1.088
2 N 2.07 0.62 -0.70  C1 1.480, H6 1.012, H7 1.100, H8 1.018
3 H 1.41 1.69 1.06  C1 1.086
4 H 0.92 2.34 -0.49  C1 1.094
5 H 2.57 2.57 -0.02  C1 1.088
6 H 2.74 0.01 -0.25  N2 1.012
7 H 1.18 -0.03 -0.76  N2 1.100
8 H 2.38 0.84 -1.65  N2 1.018
9 C -1.57 0.44 1.04  S10 1.817, H12 1.090, H13 1.085, H14 1.088
10 S -0.72 -0.44 -0.30  C9 1.817, C11 1.805
11 C -1.15 -2.12 0.20  S10 1.805, H15 1.086, H16 1.093, H17 1.095
12 H -1.30 1.50 0.99  C9 1.090
13 H -2.65 0.32 0.99  C9 1.085
14 H -1.13 0.03 1.94  C9 1.088
15 H -0.78 -2.81 -0.54  C11 1.086
16 H -2.24 -2.25 0.27  C11 1.093
17 H -0.72 -2.37 1.18  C11 1.095

Here are the natural (NBO) charges for atoms 1 to 5, given in e: -0.438, -0.712, 0.243, 0.232, 0.246

Which of them is the most stable? Correct choice: A.

A:
# C5H11N2S

A gas-phase ion, C5H11N2S (charge +1) (ωB97M-V with the def2-TZVPD basis set, the Open Molecules 2025 dataset).

Values from the calculation:
Lowest unoccupied orbital energy   -4.21 eV
Kohn-Sham gap   9.0 eV
Charge   +1

Bonds (Å) are listed after each position.
Positions of all 19 atoms, in Å:
1 C 3.40 1.66 0.75  C2 1.322, H9 1.111, H10 1.032
2 C 2.58 1.01 -0.05  C1 1.322, S8 1.926, H11 1.067
3 C -0.25 -0.01 0.31  C4 1.631, N6 1.568, H12 1.113, H13 1.216
4 C 0.83 -1.14 -0.14  C3 1.631, N7 1.298, S8 1.664
5 C -2.55 -0.97 -0.38  N6 1.440, H14 1.102, H15 1.102, H16 1.016
6 N -1.81 -0.06 0.46  C3 1.568, C5 1.440, H17 0.998
7 N 0.36 -2.31 -0.44  C4 1.298, H18 0.948, H19 0.979
8 S 2.47 -0.90 -0.30  C2 1.926, C4 1.664
9 H 3.60 2.73 0.51  C1 1.111
10 H 4.07 1.25 1.42  C1 1.032
11 H 2.02 1.62 -0.71  C2 1.067
12 H 0.14 0.58 1.17  C3 1.113
13 H -0.27 0.66 -0.70  C3 1.216
14 H -3.54 -0.56 -0.63  C5 1.102
15 H -2.06 -1.06 -1.36  C5 1.102
16 H -2.73 -1.90 -0.02  C5 1.016
17 H -2.11 -0.26 1.39  N6 0.998
18 H 0.94 -2.98 -0.80  N7 0.948
19 H -0.55 -2.60 -0.22  N7 0.979

Here are the natural (NBO) charges for atoms 1 to 5, given in e: -0.316, -0.322, -0.307, 0.169, -0.441

B:
# C5H11N2S

A gas-phase ion, C5H11N2S (charge +1) (ωB97M-V with the def2-TZVPD basis set, the Open Molecules 2025 dataset).

Values from the calculation:
Lowest unoccupied orbital energy (spin up / spin down)   -5.19 / -5.20 eV
Kohn-Sham gap (spin up / spin down)   7.0 / 7.0 eV
Charge   +1

Bonds (Å) are listed after each position.
Positions of all 19 atoms, in Å:
1 C 0.09 -1.51 0.47  N6 1.254, N7 1.334
2 C 0.31 1.53 0.07  C3 1.486, C4 1.528, H9 1.126, H10 1.127
3 C 0.19 0.77 -1.20  C2 1.486, C5 1.460, H11 1.136, H12 1.191
4 C -0.18 0.65 1.22  C2 1.528, N6 1.418, H13 1.070, H14 1.109
5 C -0.96 -0.06 -1.56  C3 1.460, S8 1.644, H15 1.065
6 N 0.46 -0.61 1.27  C1 1.254, C4 1.418, H16 1.041
7 N 0.63 -2.73 0.40  C1 1.334, H17 1.014, H18 1.023
8 S -2.47 0.57 -1.42  C5 1.644, H19 1.422
9 H 1.33 1.89 0.37  C2 1.126
10 H -0.27 2.49 0.18  C2 1.127
11 H 0.36 1.65 -1.90  C3 1.136
12 H 1.09 0.00 -1.30  C3 1.191
13 H 0.01 1.16 2.14  C4 1.070
14 H -1.26 0.44 1.13  C4 1.109
15 H -0.79 -1.11 -1.70  C5 1.065
16 H 1.06 -0.84 2.09  N6 1.041
17 H 0.46 -3.58 -0.12  N7 1.014
18 H 1.54 -2.95 0.81  N7 1.023
19 H -3.38 -0.49 -1.66  S8 1.422

Here are the natural (NBO) charges for atoms 1 to 5, given in e: 0.282, -0.414, -0.554, -0.215, -0.144

Which of them is the most stable? Correct choice: A.

A:
# C5H11N2S

A gas-phase ion, C5H11N2S (charge +1) (ωB97M-V with the def2-TZVPD basis set, the Open Molecules 2025 dataset).

Values from the calculation:
Lowest unoccupied orbital energy   -6.40 eV
Kohn-Sham gap   4.8 eV
Charge   +1

Bonds (Å) are listed after each position.
Positions of all 19 atoms, in Å:
1 C 0.99 -1.50 -0.27  N6 1.367, N7 1.341
2 C -1.48 1.26 -0.29  C3 1.527, C4 1.473, H9 1.047, H10 1.095
3 C -0.27 0.55 -0.91  C2 1.527, N6 1.499, H11 1.129, H12 1.079
4 C -2.62 0.45 0.16  C2 1.473, S8 1.675, H13 1.006
5 C 1.52 0.70 0.71  N6 1.407, H14 1.136, H15 1.085, H16 1.119
6 N 0.70 -0.18 -0.04  C1 1.367, C3 1.499, C5 1.407
7 N 2.03 -2.22 0.18  C1 1.341, H17 0.991, H18 1.039
8 S -2.93 -1.20 0.16  C4 1.675, H19 1.301
9 H -1.15 1.82 0.53  C2 1.047
10 H -1.72 2.03 -1.04  C2 1.095
11 H -0.63 0.02 -1.84  C3 1.129
12 H 0.41 1.32 -1.24  C3 1.079
13 H -3.27 1.00 0.69  C4 1.006
14 H 1.79 1.56 0.02  C5 1.136
15 H 0.92 1.07 1.53  C5 1.085
16 H 2.46 0.17 1.00  C5 1.119
17 H 2.09 -3.20 0.10  N7 0.991
18 H 2.89 -2.00 0.71  N7 1.039
19 H -1.75 -1.64 -0.17  S8 1.301

Here are the natural (NBO) charges for atoms 1 to 5, given in e: 0.166, -0.544, -0.215, -0.017, -0.428

B:
# C5H11N2S

A gas-phase ion, C5H11N2S (charge +1) (ωB97M-V with the def2-TZVPD basis set, the Open Molecules 2025 dataset).

Values from the calculation:
Lowest unoccupied orbital energy (spin up / spin down)   -4.60 / -4.30 eV
Kohn-Sham gap (spin up / spin down)   6.9 / 7.7 eV
Charge   +1

Bonds (Å) are listed after each position.
Positions of all 19 atoms, in Å:
1 C -0.57 -0.03 1.72  N6 1.329, S8 1.558
2 C 0.95 0.49 0.07  N6 1.403, N7 1.639, H9 1.120, H10 1.134
3 C -1.31 -0.64 -0.58  C4 1.500, N7 1.396, H11 1.060
4 C -1.45 -2.14 -0.59  C3 1.500, H12 1.231, H13 1.067, H14 1.111
5 C 0.38 2.19 1.80  N6 1.441, H15 1.091, H16 1.166, H17 1.118
6 N 0.19 0.91 1.17  C1 1.329, C2 1.403, C5 1.441
7 N -0.13 -0.04 -1.03  C2 1.639, C3 1.396, H18 0.997, H19 1.012
8 S -1.23 -0.42 3.08  C1 1.558
9 H 1.62 1.22 -0.45  C2 1.120
10 H 1.73 -0.34 0.14  C2 1.134
11 H -2.15 -0.02 -0.37  C3 1.060
12 H -0.37 -2.63 -0.27  C4 1.231
13 H -1.63 -2.61 -1.53  C4 1.067
14 H -2.16 -2.35 0.23  C4 1.111
15 H 0.74 2.87 1.03  C5 1.091
16 H -0.58 2.67 2.26  C5 1.166
17 H 0.95 2.01 2.75  C5 1.118
18 H -0.36 0.79 -1.53  N7 0.997
19 H 0.34 -0.66 -1.68  N7 1.012

Here are the natural (NBO) charges for atoms 1 to 5, given in e: 0.026, -0.039, -0.077, -0.667, -0.427

Which of them is the most stable? Correct choice: A.